1.
DFT (ωB97M-V with the def2-TZVPD basis set) results for a structure of composition C13H21InN7O2S2.

Positions of all 46 atoms, in Å:
1 In -0.7768 0.6774 0.6090
2 C 4.8744 2.8916 1.6090
3 C 3.5519 2.7062 2.2471
4 N 2.7744 3.6450 2.7018
5 N 1.6697 2.9733 3.1355
6 C 1.7321 1.6514 2.9338
7 S 0.5573 0.4959 3.2841
8 N 2.9583 1.4856 2.3821
9 N 3.5253 0.2808 1.9567
10 H 5.2018 3.9163 1.7649
11 H 4.7820 2.6797 0.5421
12 H 5.5993 2.1972 2.0333
13 H 0.8489 3.4618 3.4500
14 H 2.8555 -0.4269 2.2609
15 H 3.4580 0.3131 0.9323
16 N -0.2043 1.7216 -1.7937
17 N 1.1857 1.6956 -1.9763
18 C 1.9618 1.4472 -0.8335
19 O 3.1922 1.5518 -0.9303
20 O 1.3407 1.1125 0.2224
21 H -0.6770 1.4545 -2.6456
22 H -0.5756 2.5984 -1.4278
23 H 1.5961 2.3859 -2.5893
24 S -2.1803 2.4557 0.8915
25 C -4.3816 -0.9300 -2.7752
26 N -3.6010 -1.6560 -1.7927
27 C -4.1698 -1.4668 -0.4640
28 C -2.2146 -1.1928 -1.8240
29 C -1.3167 -2.0068 -0.9217
30 C -1.1826 -3.3644 -1.2129
31 C -0.4345 -4.1955 -0.3983
32 C 0.1806 -3.6640 0.7278
33 C 0.0526 -2.3126 1.0115
34 C -0.6844 -1.4482 0.1946
35 H -5.4094 -1.2967 -2.7751
36 H -3.9617 -1.0849 -3.7711
37 H -4.4064 0.1547 -2.5748
38 H -5.2013 -1.8236 -0.4588
39 H -4.1563 -0.4103 -0.1518
40 H -3.6031 -2.0427 0.2668
41 H -2.1668 -0.1280 -1.5460
42 H -1.8656 -1.2694 -2.8598
43 H -1.6949 -3.7650 -2.0810
44 H -0.3363 -5.2484 -0.6345
45 H 0.7604 -4.3014 1.3858
46 H 0.5423 -1.9189 1.8951

Properties
**ΔE to the lowest compared entry with this formula, charge and spin**: 14.1 kJ/mol
**Gap between HOMO and LUMO**: 6.79 eV
**Max |F|**: 0.24 eV/A
**Total energy**: -2028.36050 Ha
**Highest occupied orbital energy**: -3.997 eV
**Net charge**: -1


2.
DFT (ωB97M-V with the def2-TZVPD basis set) results for a structure of composition C13H21N3O3SZr.

Positions of all 42 atoms, in Å:
1 Zr 0.2106 -0.1569 -0.5578
2 C 4.3454 -0.5791 2.9469
3 N 3.8012 -0.4384 1.5725
4 C 4.8366 -0.3302 0.5135
5 C 2.5485 -0.3939 1.3317
6 O 2.0673 -0.2582 0.1020
7 C 1.4702 -0.4781 2.3982
8 O 0.2249 -0.3769 1.6479
9 C -1.0080 -0.3047 2.4212
10 C -2.1015 -0.3684 1.3701
11 O -1.6542 -0.3281 0.1229
12 N -3.3466 -0.4401 1.6457
13 C -3.8600 -0.4568 3.0389
14 C -4.4005 -0.5054 0.6033
15 H 5.1525 -1.3078 2.9074
16 H 4.7425 0.3873 3.2567
17 H 3.5864 -0.9222 3.6438
18 H 5.5538 0.4212 0.8390
19 H 5.3329 -1.2965 0.4334
20 H 4.3880 -0.0446 -0.4299
21 H 1.4982 -1.4369 2.9213
22 H 1.5361 0.3419 3.1168
23 H -1.0548 -1.1495 3.1110
24 H -1.0345 0.6362 2.9764
25 H -3.0852 -0.2013 3.7554
26 H -4.6612 0.2776 3.1015
27 H -4.2579 -1.4500 3.2436
28 H -3.9800 -0.8380 -0.3382
29 H -5.1531 -1.2103 0.9494
30 H -4.8459 0.4844 0.5091
31 S 0.3486 1.9882 -1.6073
32 C -0.2337 1.3853 -3.1787
33 N -0.7938 2.2819 -4.0227
34 C -1.1476 1.9803 -5.2866
35 C -0.9745 0.6975 -5.7727
36 C -0.4376 -0.2675 -4.9354
37 C -0.0728 0.0932 -3.6327
38 H -0.9195 3.2442 -3.7117
39 H -1.5561 2.7943 -5.8743
40 H -1.2473 0.4682 -6.7948
41 H -0.2833 -1.2785 -5.2932
42 H 0.4661 -0.6631 -3.0435

Properties
**Gap between HOMO and LUMO**: 7.13 eV
**Max |F|**: 0.40 eV/A
**Total energy**: -1341.72426 Ha
**Highest occupied orbital energy**: -22.101 eV
**Net charge**: +4


3.
DFT (ωB97M-V with the def2-TZVPD basis set) results for a cluster of 2 separate species, C13H21N4O3 in total.

Positions of all 41 atoms, in Å:
1 N 0.6012 -3.1536 2.7626
2 C -0.0447 -2.3582 1.8719
3 N -1.3159 -1.7203 2.3217
4 C -2.3244 -2.1362 1.2705
5 O -1.9758 -1.7103 -0.0565
6 C -0.7265 -2.3316 -0.4787
7 C -0.4387 -1.7894 -1.9545
8 C 1.1051 -1.5953 -2.3317
9 C 1.1583 -0.3255 -3.3629
10 C 1.5336 0.9375 -2.4153
11 C 0.4899 1.4118 -1.3643
12 C 0.8770 2.5911 -0.4233
13 C 2.2824 3.2777 -0.5198
14 C 3.2718 2.7796 -1.6174
15 C 2.9259 1.6071 -2.5735
16 N 0.3702 -2.0893 0.5230
17 H 0.3505 -4.1461 2.9299
18 H 1.3381 -2.7766 3.3875
19 H -1.1555 -0.7046 2.1388
20 H -2.5724 -3.2498 1.3697
21 H -3.2951 -1.5737 1.5483
22 H -0.8717 -3.4782 -0.5312
23 H -0.8521 -2.5901 -2.6807
24 H -1.0953 -0.8678 -2.1125
25 H 1.5738 -2.4738 -2.8874
26 H 1.7890 -1.3051 -1.4680
27 H 0.1808 -0.1780 -3.9314
28 H 2.0103 -0.4649 -4.1315
29 H -0.5482 0.9554 -1.2283
30 H 0.1571 2.9785 0.3741
31 H 2.5481 4.1200 0.2088
32 H 4.3013 3.2755 -1.7332
33 H 3.6875 1.2645 -3.3495
34 H 1.2160 -2.6605 0.3313
35 C -2.9491 3.1291 3.0795
36 N -1.6180 2.6637 2.6086
37 O -1.5891 1.6786 1.8821
38 O -0.6496 3.2991 2.9813
39 H -3.7151 2.4724 2.6713
40 H -2.9452 3.0878 4.1681
41 H -3.0855 4.1493 2.7227

Properties
**ΔE to the lowest compared entry with this formula, charge and spin**: 998.9 kJ/mol
**Gap between HOMO and LUMO**: 5.20 eV
**Max |F|**: 5.73 eV/A
**Total energy**: -952.12700 Ha
**Highest occupied orbital energy**: -10.743 eV
**Net charge**: +1


4.
DFT (ωB97M-V with the def2-TZVPD basis set) results for a structure of composition C13H22AlClI2NOP.

Positions of all 42 atoms, in Å:
1 I 1.2605 -3.3060 -2.2921
2 I -1.2307 -4.5626 -2.2402
3 Al -0.1225 -0.1177 -1.0088
4 P -0.5603 0.7539 -3.1483
5 C -2.1243 1.0159 -4.0052
6 C 0.2949 2.3247 -3.4702
7 H 1.3528 -0.5773 -3.7942
8 H 0.3410 -0.0475 -5.1913
9 H -0.1595 -1.4166 -4.1178
10 C 0.3304 -0.4375 -4.1643
11 H 1.3086 2.3250 -3.0525
12 H 0.3440 2.4587 -4.5612
13 H -1.8942 1.2790 -5.0516
14 H -2.6801 1.8377 -3.5337
15 H -0.2711 3.1591 -3.0360
16 H -2.7270 0.0997 -3.9734
17 C -2.2563 0.4175 -1.0060
18 O -3.4158 0.4262 -0.9851
19 Cl 1.8986 0.4537 -0.3721
20 C 2.3526 2.1672 2.7410
21 N 1.7207 0.8051 2.6845
22 C 1.9907 0.0855 3.9721
23 C 0.2199 0.9215 2.3269
24 C -0.3766 -0.4363 2.0437
25 C -0.6512 -1.3203 3.1010
26 C -1.1855 -2.5877 2.8537
27 C -1.5834 -2.9324 1.5743
28 C -1.4639 -2.0080 0.5331
29 C -0.7478 -0.8404 0.7496
30 H 1.7830 2.7464 3.4787
31 H 2.2948 2.6276 1.7496
32 H 3.3951 2.0440 3.0532
33 H 2.1539 0.2922 1.9031
34 H 1.3511 0.5553 4.7275
35 H 1.7692 -0.9805 3.8882
36 H 3.0414 0.2372 4.2476
37 H -0.2481 1.4111 3.1885
38 H 0.1573 1.5826 1.4510
39 H -0.4169 -1.0462 4.1403
40 H -1.3440 -3.2805 3.6803
41 H -2.0164 -3.8980 1.3619
42 H -1.8847 -2.2315 -0.4458

Properties
**ΔE to the lowest compared entry with this formula, charge and spin**: 0.0 kJ/mol
**Gap between HOMO and LUMO**: 7.37 eV
**Max |F|**: 6.12 eV/A
**Total energy**: -2277.43041 Ha
**Highest occupied orbital energy**: -14.935 eV
**Net charge**: +2


5.
DFT (ωB97M-V with the def2-TZVPD basis set) results for a cluster of 6 separate species, C13H22BrCl10O4PS in total.

Positions of all 52 atoms, in Å:
1 C 0.4635 -1.8874 3.7118
2 C -0.7244 -1.9867 3.5809
3 C -2.1669 -2.1654 3.4422
4 C -2.8834 -1.0369 2.6908
5 Br -3.5609 0.2717 4.0235
6 O -3.8691 -1.6194 1.9799
7 C -4.8800 -0.8172 1.3670
8 C -6.2430 -0.8692 2.1171
9 C -6.7579 0.5242 2.5059
10 O -6.2128 -1.7559 3.2218
11 O -1.9687 -0.3704 1.8244
12 C -1.8251 0.9916 1.7965
13 O -2.4963 1.7077 1.1381
14 P -0.3882 1.6587 2.7895
15 S -0.4340 3.5597 3.1305
16 H 1.5115 -1.8157 3.8316
17 H -2.6053 -2.2392 4.4379
18 H -2.3804 -3.0823 2.8900
19 H -5.0046 -1.2512 0.3742
20 H -4.5251 0.2050 1.2302
21 H -6.9632 -1.3271 1.4371
22 H -6.2362 1.3212 1.9746
23 H -6.6647 0.6784 3.5823
24 H -7.8206 0.6141 2.2725
25 H -5.8304 -1.2916 3.9751
26 H 0.7042 1.2468 2.0149
27 H -0.3430 0.8207 3.9080
28 Cl 3.1976 1.1707 1.4448
29 C 3.6952 2.0015 -0.0357
30 Cl 3.7686 0.9089 -1.4223
31 H 2.9714 2.7790 -0.2467
32 H 4.6818 2.4181 0.1244
33 Cl 5.5374 2.7133 -4.0677
34 C 4.1525 2.0147 -4.9166
35 Cl 4.6136 1.3205 -6.4763
36 H 3.7357 1.2283 -4.2998
37 H 3.4271 2.7999 -5.0902
38 Cl -2.5842 -3.9353 8.1285
39 C -2.8179 -2.2262 7.7585
40 Cl -4.2675 -1.9414 6.7810
41 H -2.9267 -1.6810 8.6877
42 H -1.9584 -1.8758 7.1988
43 Cl 9.3401 1.7535 -7.8189
44 C 8.2960 1.0279 -6.5892
45 Cl 8.6761 -0.6748 -6.3023
46 H 8.4298 1.5701 -5.6613
47 H 7.2709 1.0917 -6.9295
48 Cl 5.8004 0.0225 -9.2718
49 C 4.4523 -0.4259 -10.3256
50 Cl 4.6952 -1.9955 -11.0964
51 H 3.5539 -0.4755 -9.7225
52 H 4.3641 0.3265 -11.0994

Properties
**Gap between HOMO and LUMO**: 8.95 eV
**SMILES**: C#CC[C@](Br)(OC[C@H](C)O)OC(=O)[PH2]=S.ClCCl.ClCCl.ClCCl.ClCCl.ClCCl
**Max |F|**: 0.85 eV/A
**Total energy**: -8724.85874 Ha
**Highest occupied orbital energy**: -9.051 eV


6.
DFT (ωB97M-V with the def2-TZVPD basis set) results for a structure of composition C13H22Cl2O6PRuS2Te4.

Positions of all 51 atoms, in Å:
1 Ru -0.7580 0.8719 -0.9685
2 Te -3.7095 0.8719 -1.0282
3 Te -5.1733 0.8719 -3.3937
4 Te -3.1832 0.8719 -5.3838
5 Te -0.8177 0.8719 -3.9200
6 O -2.1056 2.6600 0.5154
7 S -1.7993 1.6298 1.4938
8 O -2.8789 1.4674 2.4809
9 O -1.2800 0.3499 1.0192
10 C -0.4444 2.2750 2.5091
11 C -0.5327 1.9721 3.8900
12 C 0.3867 2.4707 4.8139
13 C 1.4143 3.2914 4.3763
14 C 1.5194 3.5936 3.0176
15 C 0.5988 3.0902 2.0660
16 S 0.9739 3.4990 0.3400
17 O 2.4182 3.7775 0.3919
18 O 0.1822 4.7024 0.1006
19 O 0.6770 2.3069 -0.4374
20 H -1.3427 1.3363 4.2429
21 H 0.2864 2.2197 5.8641
22 H 2.1388 3.6932 5.0759
23 H 2.3354 4.2308 2.6815
24 C -2.2429 -3.6223 -2.2487
25 C -1.3958 -3.3609 -1.0061
26 P -0.7580 -1.6338 -0.9685
27 C 0.2937 -1.6302 -2.4798
28 C 1.2595 -2.8070 -2.6098
29 C -0.1385 -1.6269 0.7640
30 C 0.7411 -2.8133 1.1563
31 H -2.6528 -4.6533 -2.2045
32 H -1.6432 -3.5319 -3.1759
33 H -3.0904 -2.9056 -2.2914
34 H -0.5767 -4.1037 -0.9516
35 H -2.0521 -3.5040 -0.1212
36 H 0.9023 -0.7022 -2.4468
37 H -0.3556 -1.5737 -3.3779
38 H 1.9432 -2.8497 -1.7404
39 H 1.8754 -2.6674 -3.5230
40 H 0.7278 -3.7712 -2.7197
41 H -1.0069 -1.5677 1.4535
42 H 0.4652 -0.7037 0.8903
43 H 0.1811 -3.7681 1.1308
44 H 1.0940 -2.6699 2.1993
45 H 1.6304 -2.8761 0.5003
46 Cl 4.0419 -0.7385 -1.3841
47 C 3.4147 0.8612 -0.9712
48 Cl 1.6475 0.8719 -0.9685
49 H 3.7736 1.5848 -1.7072
50 H 3.7735 1.1381 0.0231
51 H -0.7580 2.6996 -0.9685

Properties
**Gap between HOMO and LUMO (spin up / spin down)**: 4.73 / 4.70 eV
**Max |F|**: 11.96 eV/A
**Total energy**: -4184.81783 Ha
**Highest occupied orbital energy (spin up / spin down)**: -0.563 / -0.536 eV
**Net charge**: -2
**Spin multiplicity**: 2


7.
DFT (ωB97M-V with the def2-TZVPD basis set) results for a cluster of 5 separate species, C13H22Cl5F6N4O3 in total.

Positions of all 53 atoms, in Å:
1 N 1.6978 -2.6588 1.4567
2 C 0.5719 -2.9456 0.7251
3 N -0.4507 -4.0663 1.0090
4 C -1.6597 -3.9824 0.0540
5 C -1.5406 -2.4338 -0.5665
6 C -2.4866 -1.6040 0.4844
7 O -3.3340 -0.5739 -0.1904
8 C -4.7581 -0.7720 0.1211
9 F -5.5075 0.3812 -0.5038
10 F -5.3122 -1.9958 -0.5578
11 F -5.0880 -0.7123 1.5740
12 N -0.0348 -2.3099 -0.5055
13 C 0.6047 -1.0539 -1.0522
14 O -0.1581 0.1846 -0.8347
15 C 0.4139 1.0181 0.2336
16 F 1.3850 1.9615 -0.3801
17 F -0.7199 1.8725 0.7477
18 F 0.9273 0.2740 1.4069
19 H 1.6248 -2.7332 2.5112
20 H 2.6200 -2.3395 1.0811
21 H -0.7061 -3.8454 2.0153
22 H -1.4764 -4.7620 -0.8311
23 H -2.6799 -4.3103 0.5243
24 H -2.0190 -2.4884 -1.6352
25 H -1.7492 -0.9790 1.1843
26 H -3.1030 -2.2898 1.2245
27 H 0.7001 -1.1932 -2.2335
28 H 1.7183 -1.0186 -0.6563
29 C 6.4797 0.8454 -1.9699
30 C 5.2436 0.4212 -2.7568
31 C 3.9389 0.9084 -2.1233
32 C 3.7992 0.3288 -0.7252
33 N 3.6833 -0.1519 0.4348
34 H 6.4848 0.4161 -0.9629
35 H 7.3879 0.5004 -2.4741
36 H 6.5324 1.9364 -1.8804
37 H 5.2325 -0.6727 -2.8369
38 H 5.3173 0.8179 -3.7753
39 H 3.0850 0.5910 -2.7311
40 H 3.9252 2.0020 -2.0634
41 Cl -0.6075 3.6919 0.5913
42 O -4.6515 -4.8984 0.6381
43 H -4.9635 -4.2251 0.0615
44 C -6.6248 3.1934 1.1705
45 Cl -5.7825 4.6036 0.5171
46 Cl -7.2341 3.5144 2.7985
47 H -7.4660 2.9475 0.5179
48 H -5.9301 2.3510 1.2102
49 C 2.5777 5.1422 2.0818
50 Cl 3.6030 5.8866 0.8491
51 Cl 0.9634 5.8625 2.0862
52 H 2.4898 4.0732 1.8733
53 H 3.0361 5.2904 3.0626

Properties
**Gap between HOMO and LUMO**: 2.99 eV
**Max |F|**: 11.78 eV/A
**Total energy**: -3852.99896 Ha
**Highest occupied orbital energy**: -2.505 eV
**Net charge**: -1


8.
DFT (ωB97M-V with the def2-TZVPD basis set) results for a structure of composition C13H22Cl6F15LiN2O6P.

Positions of all 66 atoms, in Å:
1 N -1.6841 4.6817 1.2827
2 C -0.9575 3.8175 1.3517
3 C 0.0530 2.7314 1.1707
4 F -0.6300 1.6001 0.7264
5 C 0.8661 2.4538 2.4471
6 C 1.9358 3.4807 2.5419
7 N 2.6526 4.3398 2.6918
8 C 0.0183 2.3324 3.7306
9 C 0.9581 1.8194 4.8651
10 O 0.1742 1.3291 5.9457
11 H 0.7522 2.9954 0.3694
12 H 1.3856 1.4751 2.2975
13 H -0.4077 3.2924 4.0495
14 H -0.7501 1.5607 3.5971
15 H 1.6035 1.0446 4.4264
16 H 1.5895 2.6469 5.2259
17 H 0.1884 2.0107 6.6207
18 O -0.7960 -0.3246 -1.7738
19 H -1.1080 -1.1891 -1.4336
20 H -0.6288 0.3186 -1.0540
21 H -1.4022 0.0315 -2.4522
22 C 4.4257 5.2392 -0.5308
23 Cl 6.0712 4.7475 -0.9139
24 Cl 3.4234 5.4382 -1.9855
25 H 3.9751 4.4758 0.0972
26 H 4.4513 6.1861 -0.0008
27 C 6.4011 5.6448 3.9714
28 Cl 6.1823 4.0304 4.7140
29 Cl 5.7900 5.5361 2.3713
30 Cl 5.6656 6.9032 4.9600
31 H 7.4624 5.8635 3.8871
32 F 0.3770 -1.1711 -5.2193
33 P -0.1010 -2.6233 -4.5981
34 F -0.6579 -3.8898 -5.4780
35 F -0.3470 -1.7757 -3.1888
36 F 0.2211 -3.7045 -3.4215
37 F 1.3489 -2.9601 -5.2041
38 F -1.6293 -2.1418 -5.0120
39 Li 8.2231 3.4629 3.2812
40 Cl 7.1014 2.7679 0.8172
41 O 2.2012 0.8021 0.6451
42 H 2.9988 0.9840 0.1292
43 H 1.6402 0.3243 0.0228
44 O 2.4341 -2.0839 -1.8302
45 H 3.2233 -1.9279 -2.3567
46 H 1.8616 -2.5915 -2.4362
47 O 2.9965 -4.1719 -3.4840
48 H 2.3883 -4.8954 -3.3121
49 C -4.3773 -2.6829 -1.3729
50 C -3.7203 -3.8496 -2.1374
51 C -4.5680 -4.5282 -3.2168
52 F -5.7042 -5.0676 -2.7166
53 F -3.8673 -5.5349 -3.7749
54 F -3.2604 -4.7532 -1.2446
55 F -2.6320 -3.3367 -2.7613
56 O -4.9603 -2.9559 -0.1003
57 C -6.2528 -3.4530 -0.0318
58 C -6.2990 -4.8793 0.5239
59 F -5.5418 -5.7187 -0.2000
60 F -7.5724 -5.3432 0.4850
61 F -6.8603 -3.3430 -1.2257
62 F -6.9273 -2.6452 0.8167
63 H -3.5645 -1.9958 -1.1384
64 H -5.0565 -2.1122 -2.0072
65 H -4.8296 -3.8179 -4.0066
66 H -5.9473 -4.8998 1.5577

Properties
**ΔE to the lowest compared entry with this formula, charge and spin**: 0.0 kJ/mol
**Gap between HOMO and LUMO**: 1.54 eV
**Max |F|**: 3.26 eV/A
**Total energy**: -5677.47160 Ha
**Highest occupied orbital energy**: -1.788 eV
**Net charge**: -1